The following is a quantum chemistry calculation of C43H36N10O2SbZr as an isolated structure, from the Open Molecules 2025 dataset.

Calculated values
total charge = +1
HOMO (alpha / beta) = -8.95 / -8.94 eV
2S+1 = 1
HOMO-LUMO gap (alpha / beta) = 0.1667 / 0.1665 hartree
energy relative to the best compared isomer or geometry (same formula, charge and spin) = 0.0000 eV
total energy = -71991.1586 eV

Geometry (Å):
Zr (0.25, -1.24, 0.59)
C (5.15, 2.58, 3.08)
C (4.14, 3.09, 3.91)
C (2.83, 2.67, 3.79)
C (2.54, 1.72, 2.81)
C (1.30, 1.11, 2.40)
N (1.58, 0.23, 1.38)
C (2.92, 0.30, 1.06)
N (3.54, -0.28, 0.05)
C (2.98, -0.98, -0.92)
C (3.67, -1.48, -2.09)
C (5.01, -1.44, -2.46)
C (5.35, -1.99, -3.69)
C (4.37, -2.54, -4.53)
C (3.04, -2.57, -4.17)
C (2.70, -2.04, -2.93)
C (1.43, -1.88, -2.26)
N (0.25, -2.19, -2.81)
C (-0.92, -1.96, -2.26)
N (-1.18, -1.51, -0.98)
C (-2.52, -1.20, -0.88)
N (-3.15, -0.57, 0.09)
C (-2.57, 0.03, 1.12)
N (-1.24, 0.11, 1.40)
C (-1.04, 0.97, 2.45)
N (0.11, 1.41, 2.90)
C (-2.34, 1.43, 2.92)
C (-2.70, 2.30, 3.93)
C (-4.05, 2.56, 4.09)
C (-5.01, 1.96, 3.26)
C (-4.65, 1.10, 2.24)
C (-3.29, 0.84, 2.09)
C (-3.18, -1.60, -2.12)
C (-4.50, -1.53, -2.52)
C (-4.80, -1.97, -3.80)
C (-3.80, -2.44, -4.66)
C (-2.47, -2.50, -4.26)
C (-2.18, -2.08, -2.97)
N (1.64, -1.28, -1.06)
C (3.55, 1.21, 1.98)
C (4.87, 1.64, 2.10)
H (6.16, 2.94, 3.21)
H (4.40, 3.83, 4.66)
H (2.04, 3.07, 4.42)
H (5.76, -1.01, -1.81)
H (6.38, -1.98, -4.01)
H (4.68, -2.95, -5.48)
H (2.28, -3.00, -4.81)
H (-1.96, 2.76, 4.57)
H (-4.38, 3.23, 4.87)
H (-6.06, 2.19, 3.42)
H (-5.38, 0.64, 1.59)
H (-5.26, -1.15, -1.85)
H (-5.82, -1.94, -4.15)
H (-4.07, -2.77, -5.65)
H (-1.69, -2.86, -4.92)
H (5.64, 1.25, 1.45)
C (-2.40, -4.28, 4.87)
N (-1.35, -4.01, 3.89)
C (-0.25, -4.80, 3.78)
C (0.74, -4.57, 2.89)
C (0.56, -3.44, 2.06)
O (1.38, -3.02, 1.15)
N (-0.53, -2.66, 2.16)
C (-1.54, -2.89, 3.07)
O (-2.52, -2.20, 3.18)
H (-2.13, -5.16, 5.44)
H (-3.35, -4.44, 4.35)
H (-2.52, -3.43, 5.53)
H (-0.22, -5.63, 4.47)
H (1.61, -5.20, 2.81)
C (-2.79, 3.00, -1.12)
C (-1.39, 3.24, -0.57)
Sb (0.04, 1.79, -1.26)
C (1.83, 2.92, -0.86)
C (1.95, 4.25, -1.60)
C (-0.08, 2.20, -3.36)
C (1.05, 1.51, -4.13)
H (-3.50, 3.73, -0.72)
H (-3.17, 2.00, -0.85)
H (-2.82, 3.08, -2.20)
H (-1.39, 3.22, 0.52)
H (-1.03, 4.23, -0.87)
H (2.68, 2.27, -1.09)
H (1.86, 3.09, 0.22)
H (1.98, 4.10, -2.68)
H (2.87, 4.77, -1.32)
H (1.12, 4.92, -1.38)
H (-0.05, 3.29, -3.50)
H (-1.05, 1.86, -3.72)
H (2.04, 1.82, -3.76)
H (1.02, 1.75, -5.19)
H (0.99, 0.42, -4.03)

Atom charges from the Löwdin analysis, given in e for atoms 1 to 8:
1. Zr 1.816
2. C -0.055
3. C -0.056
4. C 0.000
5. C -0.110
6. C -0.272
7. N -0.039
8. C -0.282

=====

The following is a quantum chemistry calculation of C43H36N4O3PRbS4 as an isolated structure, from the Open Molecules 2025 dataset.

Calculated values
total charge = -2
HOMO = -2.63 eV
2S+1 = 1
HOMO-LUMO gap = 0.2358 hartree
energy relative to the best compared isomer or geometry (same formula, charge and spin) = 0.0000 eV
total energy = -110566.7173 eV

Geometry (Å):
Rb (0.58, 0.52, 0.47)
O (4.84, -1.47, 0.92)
C (3.66, -1.71, 1.19)
O (2.73, -0.90, 1.45)
C (3.23, -3.20, 1.21)
P (1.44, -3.32, 0.84)
C (1.25, -5.10, 0.43)
C (0.26, -5.53, -0.46)
C (0.04, -6.88, -0.69)
C (0.80, -7.84, -0.03)
C (1.78, -7.42, 0.87)
C (2.00, -6.07, 1.09)
C (1.32, -2.57, -0.83)
C (2.43, -2.27, -1.62)
C (2.28, -1.59, -2.82)
C (1.02, -1.20, -3.25)
C (-0.10, -1.51, -2.48)
C (0.06, -2.19, -1.28)
H (3.38, -3.56, 2.24)
H (3.86, -3.80, 0.55)
H (-0.34, -4.80, -0.98)
H (-0.72, -7.18, -1.39)
H (0.64, -8.89, -0.21)
H (2.39, -8.16, 1.39)
H (2.77, -5.77, 1.79)
H (3.43, -2.53, -1.29)
H (3.16, -1.32, -3.39)
H (0.91, -0.62, -4.16)
H (-1.09, -1.20, -2.78)
H (-0.83, -2.35, -0.67)
C (-2.29, 2.53, 0.70)
N (-2.35, 1.12, 0.33)
C (-3.47, 0.70, -0.13)
C (-3.81, -0.66, -0.45)
C (-5.04, -1.07, -1.00)
C (-4.95, -2.45, -1.15)
C (-3.68, -2.80, -0.67)
N (-2.99, -1.73, -0.25)
C (-2.42, 2.64, 2.20)
C (-1.31, 2.45, 3.03)
C (-1.45, 2.42, 4.41)
C (-2.70, 2.59, 4.99)
C (-3.80, 2.81, 4.18)
C (-3.66, 2.83, 2.80)
H (-3.10, 3.10, 0.22)
H (-1.34, 2.95, 0.36)
H (-4.29, 1.41, -0.30)
H (-5.87, -0.42, -1.26)
H (-5.70, -3.12, -1.55)
H (-3.25, -3.79, -0.62)
H (-0.32, 2.36, 2.60)
H (-0.58, 2.23, 5.03)
H (-2.81, 2.54, 6.07)
H (-4.78, 2.95, 4.62)
H (-4.53, 2.98, 2.17)
O (0.85, 3.07, -0.42)
C (1.51, 3.51, -1.52)
C (0.59, 3.45, -2.74)
C (0.61, 4.04, -3.96)
C (-0.44, 3.57, -4.81)
C (-1.22, 2.63, -4.21)
S (-0.71, 2.33, -2.59)
C (2.74, 2.61, -1.81)
C (3.29, 2.19, -2.99)
C (4.39, 1.30, -2.79)
C (4.63, 1.06, -1.47)
S (3.55, 1.92, -0.47)
C (1.99, 4.95, -1.35)
C (2.96, 5.67, -1.98)
C (3.02, 7.02, -1.52)
C (2.10, 7.27, -0.55)
S (1.15, 5.89, -0.19)
H (1.33, 4.79, -4.23)
H (-0.61, 3.92, -5.82)
H (-2.08, 2.13, -4.61)
H (2.89, 2.47, -3.95)
H (4.94, 0.83, -3.59)
H (5.33, 0.38, -1.01)
H (3.61, 5.24, -2.72)
H (3.73, 7.75, -1.88)
H (1.95, 8.20, -0.01)
S (0.62, -1.25, 5.76)
C (-0.73, -1.16, 4.78)
N (-0.60, -1.42, 3.42)
C (-1.62, -1.35, 2.54)
C (-2.85, -0.98, 2.99)
C (-2.95, -0.72, 4.36)
N (-1.97, -0.81, 5.22)
H (0.32, -1.71, 3.10)
H (-1.44, -1.59, 1.50)
H (-3.67, -0.89, 2.29)
H (-3.91, -0.42, 4.77)

Atom charges from the Löwdin analysis, given in e for atoms 1 to 8:
1. Rb 0.756
2. O -0.040
3. C -0.790
4. O -0.234
5. C -0.288
6. P 1.080
7. C -0.353
8. C -0.089

=====

The following is a quantum chemistry calculation of C43H36N6OsPS as an isolated structure at a distorted geometry, from the Open Molecules 2025 dataset.

Calculated values
total charge = +1
HOMO = -9.81 eV
2S+1 = 1
HOMO-LUMO gap = 0.2370 hartree
energy relative to the best compared isomer or geometry (same formula, charge and spin) = 1.1583 eV
total energy = -76702.8044 eV

Geometry (Å):
Os (1.06, -0.13, 0.19)
N (5.44, 0.19, -0.18)
C (4.16, 0.28, 0.21)
S (2.94, 0.37, -1.00)
N (3.91, 0.36, 1.49)
N (2.57, 0.49, 1.71)
C (2.20, 0.90, 2.88)
C (3.11, 1.27, 3.99)
C (2.97, 2.51, 4.61)
C (3.81, 2.88, 5.65)
C (4.79, 2.00, 6.09)
C (4.93, 0.75, 5.49)
C (4.11, 0.39, 4.44)
C (0.74, 1.05, 3.05)
C (0.10, 1.22, 4.27)
C (-1.27, 1.42, 4.28)
C (-1.97, 1.45, 3.09)
C (-1.27, 1.23, 1.91)
N (0.05, 1.02, 1.90)
H (5.66, 0.26, -1.16)
H (6.16, 0.40, 0.49)
H (2.22, 3.20, 4.26)
H (3.71, 3.85, 6.11)
H (5.45, 2.28, 6.91)
H (5.69, 0.06, 5.83)
H (4.23, -0.57, 3.96)
H (0.68, 1.19, 5.18)
H (-1.79, 1.55, 5.23)
H (-3.03, 1.64, 3.05)
H (-1.76, 1.23, 0.95)
N (1.48, -1.79, 1.55)
C (0.35, -2.68, 1.67)
C (-0.28, -2.85, 2.89)
C (-1.37, -3.70, 2.97)
C (-1.81, -4.36, 1.83)
C (-1.18, -4.16, 0.62)
C (-0.08, -3.31, 0.51)
C (0.61, -3.04, -0.78)
C (0.73, -4.12, -1.66)
C (1.20, -3.95, -2.95)
C (1.51, -2.67, -3.37)
C (1.43, -1.61, -2.49)
C (1.04, -1.75, -1.15)
H (1.76, -1.48, 2.47)
H (2.27, -2.27, 1.12)
H (0.09, -2.34, 3.77)
H (-1.87, -3.85, 3.92)
H (-2.66, -5.03, 1.89)
H (-1.55, -4.65, -0.27)
H (0.43, -5.11, -1.33)
H (1.30, -4.80, -3.61)
H (1.84, -2.49, -4.39)
H (1.65, -0.62, -2.87)
N (-0.05, 0.76, -1.02)
P (-1.24, 0.89, -2.04)
C (-2.29, -0.58, -2.06)
C (-2.84, -1.09, -3.23)
C (-3.68, -2.20, -3.17)
C (-3.99, -2.78, -1.96)
C (-3.45, -2.26, -0.78)
C (-2.60, -1.17, -0.84)
C (-2.34, 2.24, -1.56)
C (-1.83, 3.28, -0.77)
C (-2.65, 4.34, -0.41)
C (-3.98, 4.37, -0.84)
C (-4.48, 3.34, -1.63)
C (-3.66, 2.28, -1.99)
C (-0.77, 1.29, -3.74)
C (-0.24, 0.31, -4.59)
C (0.18, 0.64, -5.87)
C (0.08, 1.96, -6.31)
C (-0.42, 2.94, -5.47)
C (-0.85, 2.60, -4.19)
H (-2.64, -0.63, -4.19)
H (-4.10, -2.60, -4.09)
H (-4.65, -3.64, -1.92)
H (-3.69, -2.71, 0.17)
H (-2.18, -0.79, 0.08)
H (-0.80, 3.24, -0.44)
H (-2.26, 5.14, 0.19)
H (-4.62, 5.19, -0.56)
H (-5.51, 3.36, -1.96)
H (-4.05, 1.48, -2.61)
H (-0.14, -0.71, -4.25)
H (0.58, -0.12, -6.52)
H (0.41, 2.21, -7.31)
H (-0.49, 3.96, -5.81)
H (-1.25, 3.38, -3.55)

Atom charges from the Löwdin analysis, given in e for atoms 1 to 8:
1. Os 1.219
2. N 0.102
3. C -0.790
4. S 0.774
5. N 0.023
6. N -0.134
7. C -0.186
8. C -0.184